# 1
The following is a quantum chemistry calculation of a cluster of 2 separate species, C5H8NO2S3 in total at a distorted geometry, from the OMol25 dataset.

The energy above the lowest of the compared OMol25 structures with the same formula, charge and spin comes out at 1.229 eV. For the LUMO energy, the calculation gives -4.94 eV. Its net charge is +1. Its total energy is -1594.784094 hartree. As for the HOMO energy: -12.713 eV.

CARTESIAN COORDINATES (ANGSTROEM)
1 C -2.97619 -0.75800 -0.00600
2 C 0.31362 -0.57264 -0.13056
3 C -0.31299 0.55205 0.42881
4 C -0.70716 1.72244 -0.08818
5 C 1.53095 -2.62042 0.40927
6 N -1.08787 2.76013 0.68016
7 O 0.27809 -1.00008 -1.39446
8 O 0.92995 -1.32803 0.74286
9 S -2.40395 -1.89750 0.98773
10 S -3.73143 0.73733 0.17787
11 S -2.99987 -0.22186 -1.60102
12 H -0.58894 0.30678 1.45025
13 H -0.45112 1.88142 -1.11332
14 H 0.78390 -3.44406 0.58009
15 H 2.26664 -2.83354 1.07840
16 H 1.67542 -2.71816 -0.75201
17 H -1.30620 2.48524 1.64862
18 H -1.72744 3.48792 0.33054
19 H -0.52577 -0.57793 -1.92730

# 2
The following is a quantum chemistry calculation of a cluster of 2 separate species, C4H9O2 in total at a distorted geometry, from the OMol25 dataset.

The energy above the lowest of the compared OMol25 structures with the same formula, charge and spin comes out at 1.209 eV. For the LUMO energy, the calculation gives 3.97 eV. Its net charge is -1. Its total energy is -308.300446 hartree. As for the HOMO energy: -3.732 eV.

CARTESIAN COORDINATES (ANGSTROEM)
1 C 1.81442 -0.36102 -0.56192
2 C 1.66119 0.15144 0.86907
3 H 0.86910 -0.40575 -1.06018
4 H 2.49568 0.23381 -1.08069
5 H 2.27170 -1.35254 -0.62083
6 H 1.50399 1.15230 0.69061
7 H 0.79383 -0.33706 1.34800
8 H 2.67055 0.24433 1.42770
9 C -2.04437 0.38433 0.52571
10 C -1.95239 -0.17901 -1.04314
11 O -1.45298 -1.31899 -0.99914
12 O -2.33046 0.38627 -2.04392
13 H -2.79089 1.12499 0.79786
14 H -1.07115 0.67311 0.63202
15 H -2.43819 -0.39622 1.11884

# 3
The following is a quantum chemistry calculation of a cluster of 2 separate species, C6H16NO in total at a distorted geometry, from the OMol25 dataset.

The energy above the lowest of the compared OMol25 structures with the same formula, charge and spin comes out at 1.901 eV. For the LUMO energy, the calculation gives -3.56 eV. Its net charge is +1. Its total energy is -367.912572 hartree. As for the HOMO energy: -12.074 eV.

CARTESIAN COORDINATES (ANGSTROEM)
1 C -1.49231 -0.29439 -1.14311
2 C -0.78848 0.57567 -0.20576
3 C 0.25964 -0.00185 0.74693
4 C 1.40239 1.30789 2.43018
5 C 1.36608 0.91600 1.14348
6 C 2.35381 1.42529 0.14070
7 N -0.86031 -0.46316 -2.53603
8 H -2.55283 -0.09093 -1.35465
9 H -1.61056 -1.29396 -0.63120
10 H -0.26714 1.39151 -0.72459
11 H -1.49292 1.18924 0.38728
12 H -0.31692 -0.29948 1.64881
13 H 0.65937 -0.97069 0.47844
14 H 0.57051 1.11800 3.09301
15 H 2.28896 1.64273 2.95382
16 H 2.50928 0.71092 -0.64048
17 H 1.90465 2.30308 -0.37438
18 H 3.26432 1.72171 0.60119
19 H -0.72415 0.47138 -2.91956
20 H 0.00913 -0.96624 -2.36657
21 H -1.53195 -0.97824 -3.10117
22 H -2.36885 -2.87536 0.59036
23 H -1.15564 -3.52159 1.28120
24 O -1.42609 -3.01753 0.50210

# 4
The following is a quantum chemistry calculation of a cluster of 2 separate species, C7H14N3O in total at a distorted geometry, from the OMol25 dataset.

The energy above the lowest of the compared OMol25 structures with the same formula, charge and spin comes out at 4.443 eV. For the LUMO energy, the calculation gives -3.14 eV. Its net charge is +1. Its total energy is -514.246503 hartree. As for the HOMO energy: -13.693 eV.

CARTESIAN COORDINATES (ANGSTROEM)
1 C 2.52463 2.42428 1.45273
2 C -1.74825 -0.97041 -1.55507
3 C -1.03865 -1.80544 -0.52293
4 C -0.73367 0.02408 -1.97793
5 C -0.73710 -1.02600 0.81662
6 C -0.05691 0.85179 -0.78644
7 C 0.14798 0.09703 0.47820
8 N 1.05063 0.58615 1.27925
9 N 2.86525 2.13153 2.61450
10 N 2.29664 2.92039 0.42637
11 O 1.48238 -0.21763 2.35178
12 H -2.25425 -1.49887 -2.32709
13 H -2.73291 -0.51497 -1.09841
14 H -1.53259 -2.64972 -0.13990
15 H -0.07053 -2.21013 -0.95238
16 H -0.02239 -0.71689 -2.47334
17 H -1.19606 0.80093 -2.67820
18 H -1.70336 -0.68623 1.33994
19 H -0.24875 -1.84161 1.27448
20 H 0.84192 1.10798 -1.23868
21 H -0.65776 1.83608 -0.65895
22 H 2.53353 1.19850 3.00296
23 H 3.29234 2.65411 3.37978
24 H 0.64681 -0.56555 2.72059
25 H 1.91264 3.30409 -0.37821

> The highest energy above the lowest of the compared OMol25 structures with the same formula, charge and spin belongs to which entry?

C7H14N3O